Entry 1:
# C2H2N2O2

An isolated molecule of C2H2N2O2 (ωB97M-V/def2-TZVPD, OMol25).

```
8
Properties=species:S:1:pos:R:3:forces:R:3
O -2.4254 0.2303 -0.3127 -0.739 0.051 0.246
C -0.4057 0.2877 -0.2564 0.144 0.077 -0.069
N -1.2844 1.1575 -0.3603 0.291 -0.596 -0.055
O 2.2875 0.6239 0.1204 0.121 -0.545 0.102
C 1.7617 -0.4587 0.0997 0.477 0.308 0.073
N 0.4050 -0.6124 -0.1594 -0.092 0.617 -0.299
H -2.6194 0.1831 0.6348 -0.236 0.067 -0.057
H 2.2807 -1.4113 0.2339 0.034 0.021 0.059
```
Forces are in eV/Å.

Values from the calculation:
- SMILES: O=CN=C=NO
- HOMO-LUMO gap: 9.973 eV
- ΔE to the lowest compared entry with this formula, charge and spin: 94.6 kcal/mol
- LUMO energy: -0.41 eV

Partial charges, Mulliken, in e:
1 O -0.35
2 C 0.78
3 N -0.46
4 O -0.47
5 C 0.12
6 N -0.33
7 H 0.34
8 H 0.37

=====

Entry 2:
# C6H10O5Ru

A structure of composition C6H10O5Ru (ωB97M-V/def2-TZVPD, OMol25).

```
22
Properties=species:S:1:pos:R:3:forces:R:3
O -3.5345 1.7175 -0.1689 1.067 -1.065 -0.702
C -2.7081 0.9301 -0.4835 -0.669 1.171 0.956
C -2.6942 -0.5510 -0.1117 -1.392 -0.153 0.048
O -1.4371 -1.1445 -0.1466 1.185 -0.326 -0.124
C -0.8181 -1.2893 1.1100 -0.381 0.413 0.115
C 0.4489 -2.0962 0.9678 -1.033 -0.969 1.456
O 1.3292 -1.5520 -0.0310 -0.091 -1.016 0.074
C 1.3989 -2.3035 -1.2520 0.104 -0.859 -1.548
H -3.1670 -0.6348 0.8843 0.117 -0.019 -0.330
H -3.3316 -1.0660 -0.8459 0.082 0.188 0.174
H -1.4835 -1.8196 1.8137 0.338 0.117 -0.038
H -0.5890 -0.3002 1.5475 -0.115 -0.149 0.056
H 0.9911 -2.0911 1.9211 -0.041 -0.090 -0.172
H 0.2264 -3.1352 0.6969 0.195 0.254 -0.127
H 2.0822 -1.7780 -1.9283 -0.057 -0.075 0.047
H 1.7946 -3.3039 -1.0379 -0.046 0.292 0.059
H 0.4019 -2.3621 -1.7031 0.161 0.105 0.217
O 0.8714 1.6621 0.9031 0.789 0.302 1.206
C 0.4638 1.9303 -0.2620 -5.328 0.863 -0.751
O 1.0769 1.4466 -1.2517 0.867 0.259 -1.000
Ru 2.0162 0.2428 0.0631 2.012 0.454 0.328
H -0.6782 2.2256 -0.3933 2.237 0.301 0.057
```
Forces are in eV/Å.

Values from the calculation:
- Expectation value of S²: 12.0103
- Spin multiplicity: 7
- Net charge: +2
- HOMO-LUMO gap (alpha / beta): 5.139 / 5.477 eV
- LUMO energy (alpha / beta): -9.72 / -12.79 eV

Partial charges, Mulliken, in e:
1 O -0.29
2 C 0.03
3 C -0.33
4 O -0.25
5 C -0.46
6 C -0.57
7 O -0.52
8 C -0.55
9 H 0.37
10 H 0.37
11 H 0.48
12 H 0.44
13 H 0.34
14 H 0.41
15 H 0.24
16 H 0.32
17 H 0.33
18 O -0.50
19 C 0.80
20 O -0.48
21 Ru 1.47
22 H 0.36

=====

Entry 3:
# C46H39BrN5O3PSSn

A structure of composition C46H39BrN5O3PSSn (ωB97M-V/def2-TZVPD, OMol25).

```
97
Properties=species:S:1:pos:R:3:forces:R:3
Sn 1.1609 -0.7791 0.0332 0.439 -0.142 -0.914
C -1.5683 -1.3513 3.7019 0.070 -0.217 -0.116
C -2.2874 -0.3897 2.7410 0.049 0.130 0.620
C -3.2036 0.4959 3.5174 -0.135 0.371 -0.085
C -2.8953 1.7900 3.6399 -0.463 -0.634 0.068
C -1.8595 2.3982 2.8483 0.528 -0.285 -0.861
C -1.2338 1.7201 1.8486 -0.778 0.862 0.264
N -1.3528 0.3438 1.8640 0.752 -0.060 1.511
C -0.4256 2.4038 0.8305 0.151 0.636 -0.241
C -0.7546 3.7342 0.5508 0.050 -0.236 -0.018
C 0.0289 4.4529 -0.3302 0.115 -0.179 0.026
C 1.1064 3.8227 -0.9195 -0.110 -0.102 0.142
C 1.3377 2.4688 -0.6576 -0.276 0.520 -0.005
N 0.5862 1.7834 0.2111 0.033 -0.338 -0.167
C 2.4512 1.7990 -1.3619 0.412 0.022 -0.597
C 2.8720 2.2925 -2.5907 -0.093 -0.068 0.152
C 3.9506 1.7012 -3.2272 -0.003 -0.079 0.190
C 4.5813 0.6390 -2.6134 -0.202 0.116 0.029
C 4.0897 0.1655 -1.3968 0.273 -0.048 -0.202
C 4.7659 -0.9698 -0.7062 -0.060 -0.158 0.145
N 3.0394 0.7321 -0.7969 -0.437 0.096 0.274
H -1.1474 -0.7956 4.5336 0.021 0.100 -0.023
H -0.7599 -1.8685 3.1922 0.015 -0.071 0.004
H -2.2831 -2.0780 4.0781 -0.145 -0.036 0.064
H -4.0359 0.0378 4.0241 -0.126 -0.041 0.110
H -3.4854 2.4384 4.2686 -0.080 -0.032 0.132
H -1.6492 3.4415 3.0102 0.177 0.070 -0.026
H -1.6196 4.1931 1.0007 -0.071 -0.036 0.022
H -0.2000 5.4831 -0.5575 0.007 0.076 0.013
H 1.7572 4.3782 -1.5720 0.082 0.000 -0.078
H 2.3450 3.0988 -3.0717 -0.037 0.083 -0.026
H 4.2846 2.0726 -4.1837 0.038 -0.015 -0.112
H 5.4297 0.1645 -3.0786 0.105 -0.116 0.016
H 5.5059 -0.5812 -0.0044 -0.003 -0.009 0.055
H 5.2879 -1.5987 -1.4242 -0.042 -0.067 0.036
H 4.0485 -1.5786 -0.1499 0.134 0.013 -0.051
O -1.7428 -0.4367 0.7641 -1.517 -0.429 -0.760
C -2.5927 -1.1618 1.4957 0.841 0.238 0.014
C -3.0665 -2.4552 1.2341 -0.193 -0.390 -0.607
C -4.1329 -2.9576 2.0165 0.030 0.239 -0.035
C -4.6345 -4.2136 1.7820 -0.037 -0.005 0.055
C -4.0694 -5.0120 0.7878 0.046 0.217 0.057
C -2.9834 -4.5559 0.0612 -0.060 0.171 -0.114
C -2.4758 -3.2778 0.2423 -0.031 0.049 0.126
P -0.9577 -2.7844 -0.6752 0.069 -0.638 -0.366
C -1.6150 -2.8183 -2.3706 0.123 0.007 0.198
C -0.8425 -3.3164 -3.4119 -0.108 0.010 -0.025
C -1.3453 -3.3134 -4.7017 0.035 0.037 -0.104
C -2.5993 -2.7871 -4.9640 0.021 0.012 -0.007
C -3.3483 -2.2422 -3.9327 -0.113 0.091 -0.006
C -2.8600 -2.2524 -2.6385 0.071 -0.120 0.032
C 0.0154 -4.3063 -0.4228 -0.040 0.157 -0.076
C 0.9046 -4.2764 0.6521 -0.193 0.285 -0.045
C 1.7113 -5.3615 0.9279 0.054 -0.083 0.113
C 1.6287 -6.4974 0.1389 -0.015 0.030 0.048
C 0.7457 -6.5370 -0.9267 -0.030 -0.111 -0.079
C -0.0577 -5.4481 -1.2143 0.015 0.096 0.096
H -4.5773 -2.3204 2.7648 -0.099 0.041 0.159
H -5.4649 -4.5865 2.3592 -0.095 0.017 0.084
H -4.4781 -5.9888 0.5780 -0.024 -0.104 0.051
H -2.5318 -5.1937 -0.6829 -0.012 -0.070 -0.009
H 0.1425 -3.7112 -3.2167 0.016 -0.103 -0.022
H -0.7534 -3.7242 -5.5041 0.099 -0.038 -0.113
H -2.9940 -2.7936 -5.9694 0.005 -0.002 -0.054
H -4.3171 -1.8114 -4.1423 -0.047 0.009 0.020
H -3.4529 -1.8362 -1.8335 -0.091 0.020 0.003
H 0.9625 -3.3863 1.2818 0.036 -0.156 -0.044
H 2.4024 -5.3238 1.7554 0.061 -0.011 0.102
H 2.2419 -7.3538 0.3645 0.127 -0.115 -0.007
H 0.6774 -7.4220 -1.5397 0.010 -0.115 -0.060
H -0.7381 -5.4905 -2.0520 -0.017 -0.033 -0.073
Br 2.7178 0.1468 -7.4628 -0.033 -0.217 0.235
C 2.6559 -1.2236 -6.1396 0.043 0.171 -0.162
C 3.1619 -2.4816 -6.4333 -0.033 0.181 -0.072
C 3.1502 -3.4647 -5.4563 -0.007 -0.012 0.000
C 2.6447 -3.1935 -4.1981 -0.034 0.146 0.102
C 2.1294 -1.9287 -3.9189 0.149 -0.105 -0.430
C 2.1296 -0.9385 -4.8924 -0.007 -0.036 -0.097
C 1.6253 -1.6123 -2.5674 0.240 -0.086 -0.163
O 1.9621 -2.3597 -1.6148 0.156 -0.203 0.710
O 0.9124 -0.5961 -2.3703 -0.379 0.786 0.535
H 3.5655 -2.6842 -7.4136 0.032 -0.014 -0.060
H 3.5531 -4.4397 -5.6826 0.015 -0.103 -0.018
H 2.6438 -3.9495 -3.4258 0.030 -0.023 0.062
H 1.7335 0.0380 -4.6607 -0.063 0.065 -0.011
S 1.6481 -0.5580 2.9962 0.410 -0.622 0.225
C 1.8340 1.0327 3.4319 -0.067 -0.205 -0.116
N 1.2880 1.5937 4.5180 0.076 0.253 0.117
C 1.7416 2.9597 4.7123 -0.063 0.410 0.207
C 2.6260 3.2071 3.4688 0.166 0.485 -0.001
N 2.5218 1.9521 2.7469 0.033 0.115 0.194
H 0.8785 1.0560 5.2627 0.089 -0.158 -0.170
H 2.2992 3.0557 5.6474 -0.023 0.034 -0.136
H 0.8867 3.6402 4.7526 0.136 0.006 -0.011
H 3.6651 3.4200 3.7386 -0.159 -0.005 -0.018
H 2.2538 4.0309 2.8529 0.038 -0.032 0.143
H 3.1032 1.7128 1.9613 -0.071 -0.160 0.026
```
Forces are in eV/Å.

Values from the calculation:
- Net charge: +2
- HOMO-LUMO gap: 5.179 eV
- ΔE to the lowest compared entry with this formula, charge and spin: 120.9 kcal/mol
- LUMO energy: -7.00 eV

Partial charges, Mulliken, in e:
1 Sn 0.84
2 C -1.37
3 C 1.25
4 C -1.17
5 C -1.11
6 C -1.04
7 C 0.41
8 N 1.35
9 C 0.48
10 C -1.20
11 C -1.20
12 C -0.88
13 C 0.41
14 N 0.74
15 C 1.12
16 C -1.24
17 C -0.89
18 C -0.78
19 C 0.70
20 C -1.16
21 N 0.13
22 H 0.44
23 H 0.01
24 H 0.53
25 H 0.53
26 H 0.51
27 H 0.69
28 H 0.68
29 H 0.48
30 H 0.59
31 H 0.52
32 H 0.49
33 H 0.50
34 H 0.36
35 H 0.42
36 H -0.03
37 O -0.52
38 C 0.34
39 C -0.26
40 C -0.49
41 C -0.84
42 C -0.80
43 C -0.68
44 C 0.72
45 P 1.67
46 C 0.56
47 C -0.34
48 C -1.13
49 C -0.89
50 C -0.77
51 C -1.12
52 C 1.62
53 C -0.84
54 C -0.72
55 C -0.74
56 C -1.11
57 C -0.22
58 H 0.58
59 H 0.46
60 H 0.48
61 H 0.46
62 H 0.72
63 H 0.49
64 H 0.44
65 H 0.47
66 H 0.37
67 H 0.27
68 H 0.49
69 H 0.44
70 H 0.49
71 H 0.52
72 Br -0.17
73 C -0.30
74 C -0.44
75 C -0.86
76 C -0.46
77 C -0.32
78 C -0.56
79 C 2.33
80 O -0.90
81 O -1.04
82 H 0.46
83 H 0.48
84 H 0.51
85 H 0.69
86 S -0.39
87 C 0.13
88 N -0.04
89 C -0.53
90 C -0.52
91 N 0.13
92 H 0.26
93 H 0.35
94 H 0.28
95 H 0.38
96 H 0.27
97 H 0.06

=====

Entry 4:
# C3H7N3OS

An isolated molecule of C3H7N3OS (ωB97M-V/def2-TZVPD, OMol25).

```
15
Properties=species:S:1:pos:R:3:forces:R:3
C 1.7969 -1.7434 0.2046 1.081 0.334 0.581
C -0.1184 0.3817 -0.0469 0.694 -0.701 -0.087
C -1.2478 -0.6566 -0.0196 -0.588 -0.126 0.171
H 2.8773 -1.9930 0.0070 -1.197 0.096 -0.095
H 1.6893 -1.6849 1.3025 -0.209 -0.217 -0.626
H 1.0758 -2.3827 -0.2751 0.182 -0.614 0.240
H 0.1727 3.4614 0.1768 -0.364 0.376 0.042
H 1.4398 2.4373 -0.1767 -0.500 -0.290 0.336
H -3.2081 -0.7491 -0.6766 -0.321 -0.371 0.354
H -2.6176 0.8572 -0.3100 0.230 -0.850 -0.462
N -0.3892 1.6071 0.1494 -1.404 -0.997 0.267
N 0.5346 2.5406 0.2979 1.687 0.653 -0.464
N -2.4470 -0.1445 -0.4601 0.847 1.078 0.344
O -1.1087 -1.8204 0.3453 0.198 1.190 -0.744
S 1.5504 -0.1107 -0.5183 -0.337 0.439 0.143
```
Forces are in eV/Å.

Values from the calculation:
- SMILES: CS/C(=N\N)C(N)=O
- HOMO-LUMO gap: 9.246 eV
- ΔE to the lowest compared entry with this formula, charge and spin: 32.1 kcal/mol
- LUMO energy: 0.78 eV

Partial charges, Mulliken, in e:
1 C -0.74
2 C 0.59
3 C 0.37
4 H 0.31
5 H 0.25
6 H 0.29
7 H 0.25
8 H 0.22
9 H 0.21
10 H 0.24
11 N -0.23
12 N -0.61
13 N -0.37
14 O -0.59
15 S -0.19

=====

Max |F| in eV Å⁻¹, matching the order above: 0.78, 5.45, 1.75, 1.87